No. 1
Here is a cluster of 9 separate species, C24H72N6O9 in total in a non-equilibrium geometry from OMol25. Energies are from ωB97M-V with the def2-TZVPD basis set.

XYZ file:
```
111
Properties=species:S:1:pos:R:3:mulliken_charge:R:1
O 5.2418 0.2929 1.0728 -0.1347
O -3.2400 -0.6873 -3.9087 -0.5313
O 2.6105 -2.3255 -1.8962 -0.3065
O -0.0294 2.3916 -4.9034 -0.3958
O -0.5025 -0.0078 -1.2539 0.1022
O -4.7969 -0.4789 0.1359 -0.1428
O -2.2659 -0.7360 1.5183 -0.1957
O -0.4296 3.2902 2.1113 -0.3982
O -1.1604 -3.4992 0.8659 -0.1566
N -5.4570 1.0867 2.5536 -0.5994
N -0.4754 5.8726 -6.2193 -0.6060
N -1.3776 0.9407 4.9402 -0.7865
N 4.7560 -4.1222 -2.0216 -0.8564
N 2.6514 1.4467 0.0381 -0.6803
N -0.3877 -5.1757 3.1140 -0.8696
C -0.9845 2.9579 0.8655 -0.1985
C -0.4028 3.7541 -4.8700 -0.7136
C 0.2212 -3.6921 1.2206 -0.5940
C 2.9651 1.2326 1.4490 0.3466
C 4.4843 1.2578 1.8236 -1.5023
C -6.0597 -0.2348 0.6524 -1.2269
C 2.3170 -0.1046 1.9433 -1.1230
C -1.5312 -3.9395 -0.3692 -0.8638
C -0.0102 4.4971 -6.1877 0.5022
C 1.5376 4.5339 -6.5790 -1.4189
C -0.4290 1.6693 -3.7704 -0.6098
C -7.2360 -0.5086 2.9298 -1.6552
C 3.8528 -2.0440 -1.3025 0.0932
C -0.4156 2.2163 3.0324 -0.2236
C 2.1300 -1.3478 -2.7691 -0.7497
C 4.5062 -3.3453 -0.8238 0.3827
C 1.6363 -3.8263 3.2479 -1.0534
C 6.6002 0.4952 1.1500 -0.9277
C 0.2762 -3.9239 2.7196 0.7833
C -5.9399 -0.2551 2.2046 0.6800
C 5.8428 -2.9615 -0.1810 -1.2478
C -1.1886 3.3174 5.1009 -1.5259
C -4.7130 -0.4006 -1.2192 -0.7902
C -1.4468 2.2367 4.1236 0.8270
H 1.8835 -0.3858 -2.3198 0.1255
H 1.3572 -0.3599 1.4942 0.1183
H -0.2582 3.1303 5.6370 0.3165
H 2.0080 0.1454 2.9583 0.6218
H -6.2685 1.6843 2.6202 0.2848
H 6.8819 1.5330 0.9721 0.3515
H 1.7517 -3.9260 4.3272 0.3484
H -1.1365 4.2749 4.5826 0.3314
H 1.6492 1.4046 -0.0798 0.0690
H -1.9442 2.4494 0.7735 0.1705
H 3.9102 -4.1506 -2.5730 0.2956
H -0.0845 4.2555 -3.9559 0.3788
H 0.8196 -2.8594 0.8512 -0.0707
H -3.0509 -1.6143 -4.0545 0.2852
H 1.2241 -1.8525 -3.1048 0.3259
H 0.0874 6.5287 -6.7416 0.2248
H -6.4773 0.7081 0.2993 0.4368
H 5.2318 -3.5456 -2.7008 0.3177
H -1.0599 3.8539 0.2494 0.3564
H 2.8228 -1.1723 -3.5922 0.3887
H -0.6511 1.2543 2.5771 -0.1258
H -0.5262 4.0296 -7.0264 0.0735
H -5.1045 0.5209 -1.6501 0.3994
H -1.4303 2.0189 -3.5188 0.3781
H 7.1222 -0.2857 0.5970 0.1869
H -1.2793 0.0443 -1.8108 -0.0030
H -1.5396 -5.0274 -0.3023 0.4002
H -2.4139 2.4100 3.6516 0.0720
H -5.1572 1.2468 1.6026 0.2270
H 0.6651 -4.5908 0.7923 0.5087
H -2.5641 -3.6479 -0.5595 0.2003
H 0.5707 2.0332 3.4589 0.3696
H -1.3720 0.1595 4.3000 0.2430
H -7.0206 -0.6078 3.9937 0.4068
H -3.0622 -0.5499 1.0207 0.2843
H 5.4298 -2.5046 0.7184 0.2393
H -0.8135 -4.8873 3.9832 0.3281
H 2.0578 -2.8969 2.8649 0.0702
H 2.3973 2.0222 1.9412 0.5532
H 2.3228 -4.5643 2.8332 0.3354
H 3.8604 -3.9408 -0.1785 0.2727
H -1.6206 -0.9817 0.8555 0.1075
H 4.9106 2.2601 1.8645 0.6364
H -5.2453 -1.0421 2.4981 0.2234
H 3.1034 0.8020 -0.5944 0.2999
H -4.0924 -0.5485 -4.3215 0.2583
H -5.2100 -1.2010 -1.7672 0.2643
H 4.6840 1.0193 2.8683 0.4431
H -0.3450 2.3593 0.2168 -0.0889
H -0.2521 -0.9314 -1.2772 -0.0201
H -6.7396 -1.0402 0.3747 0.4166
H 6.9449 0.2887 2.1632 0.3850
H 6.4100 -2.2622 -0.7953 0.2845
H -7.9116 0.3441 2.8625 0.3590
H 2.1051 5.0668 -5.8161 0.3574
H -2.2433 0.7957 5.4399 0.2984
H 2.0848 3.5930 -6.5206 0.3558
H -7.6189 -1.4853 2.6338 0.4011
H 6.5101 -3.8064 -0.0109 0.4479
H 3.0502 -0.9109 1.9231 0.2295
H -1.1274 -5.3956 2.4623 0.2843
H -0.6488 6.2762 -5.3098 0.2164
H -0.3454 0.5985 -3.9559 0.1824
H -0.3934 -3.1917 3.1709 0.1486
H 0.1918 1.8839 -2.9005 0.3110
H -3.6334 -0.4101 -1.3695 0.1219
H -0.9828 -3.5437 -1.2241 0.2771
H -1.4836 3.8805 -4.9332 0.3700
H 1.6894 4.9139 -7.5893 0.3604
H 4.5638 -1.5024 -1.9264 0.5164
H -1.8898 3.4499 5.9249 0.3935
H 3.5467 -1.4889 -0.4157 -0.5711
```

As for the molar mass: 588.87 g/mol. The relative energy (zero: lowest compared OMol25 entry of this formula, charge and spin) comes out at 376.4 kJ/mol. Its spin multiplicity is 1. The calculation puts the max |F| at 2.67 eV/A. For the LUMO energy, the calculation gives -0.1 eV. As for the SMILES: COC[C@H](C)N.COC[C@H](C)N.COC[C@H](C)N.COC[C@H](C)N.COC[C@H](C)N.COC[C@H](C)N.O.O.O. For the frontier orbital gap, the calculation gives 0.315 Ha.

No. 2
Here is an isolated molecule of C7H9NS in a non-equilibrium geometry from OMol25. Energies are from ωB97M-V with the def2-TZVPD basis set.

XYZ file:
```
18
Properties=species:S:1:pos:R:3:mulliken_charge:R:1
S -0.8029 0.9615 2.9452 0.0832
N 0.2047 0.3569 1.9628 -0.3725
C 0.2761 0.4270 -0.3778 0.4409
C 0.6274 0.0710 -1.8361 -1.3907
C 0.6804 -0.0808 0.8327 0.6816
C -1.6319 2.2071 -0.5224 0.2024
C -0.7601 1.4270 -0.3788 -0.9542
C 1.6655 -1.3138 0.7992 -1.0237
C -2.3660 1.0328 2.4703 -0.4862
H -3.1612 1.5007 3.0930 0.2788
H -2.5101 0.8769 1.3574 0.2163
H 1.7257 0.3116 -2.2218 0.2642
H 2.1633 -1.2319 -0.2015 0.2934
H -0.0012 0.6471 -2.5259 0.3696
H 1.0750 -2.2319 0.9003 0.2425
H 2.5097 -1.2692 1.5199 0.3422
H 0.4115 -0.9966 -2.0797 0.3060
H -2.2261 3.0184 -0.7361 0.5060
```

As for the molar mass: 139.22 g/mol. The relative energy (zero: lowest compared OMol25 entry of this formula, charge and spin) comes out at 438.6 kJ/mol. Its spin multiplicity is 1. The calculation puts the max |F| at 4.12 eV/A. For the LUMO energy (alpha / beta), the calculation gives -0.2 / -0.2 eV. For the frontier orbital gap (alpha / beta), the calculation gives 0.271 / 0.271 Ha.

No. 3
Here is a cluster of 2 separate species, C5H11NO2 in total in a non-equilibrium geometry from OMol25. Energies are from ωB97M-V with the def2-TZVPD basis set.

XYZ file:
```
19
Properties=species:S:1:pos:R:3:mulliken_charge:R:1
O -1.8989 2.1840 0.8977 -0.5499
O 0.6633 1.1487 1.3896 -0.5561
N 0.9024 -2.6500 0.5382 -0.6363
C -0.2827 0.3702 1.2398 -0.0253
C 0.9323 -1.5203 -0.0586 0.2393
C -1.5891 0.9081 0.3994 0.2105
C -1.4858 0.9907 -1.1132 -1.1533
C 2.1327 -0.8697 -0.6617 -1.0706
H 1.8472 -0.3848 -1.5989 0.2817
H -0.5600 -0.3766 1.9976 0.4347
H -1.0528 2.6280 1.1174 0.3450
H 1.8387 -3.0713 0.5721 0.2424
H -2.3121 1.5714 -1.5346 0.3770
H 2.9286 -1.5941 -0.8453 0.4153
H -0.5387 1.4498 -1.4139 0.2095
H -2.3857 0.2160 0.6915 0.3015
H -0.1051 -0.8940 -0.0829 0.2713
H -1.5305 -0.0100 -1.5523 0.4103
H 2.4961 -0.0961 0.0180 0.2532
```

As for the molar mass: 117.15 g/mol. The relative energy (zero: lowest compared OMol25 entry of this formula, charge and spin) comes out at 288.9 kJ/mol. Its spin multiplicity is 1. The calculation puts the max |F| at 4.12 eV/A. For the LUMO energy, the calculation gives 0.3 eV. As for the SMILES: C[C@H](O)C=O.[H]/N=C\C. For the frontier orbital gap, the calculation gives 0.373 Ha.

No. 4
Here is a structure of composition C10H21N2 in a non-equilibrium geometry from OMol25. Energies are from ωB97M-V with the def2-TZVPD basis set.

XYZ file:
```
33
Properties=species:S:1:pos:R:3:mulliken_charge:R:1
N 0.9119 -0.5700 -0.6783 0.0811
N 0.1956 1.0008 1.0742 -0.1796
C -0.4990 0.4221 0.0406 -0.6073
C -2.4727 -0.7883 -0.9781 -1.7159
C -1.7024 -0.3857 0.2967 1.5329
C 0.7252 -1.5871 -1.6582 -1.0247
C 3.4009 -0.0108 -0.3736 -1.4198
C 1.9209 0.1018 -0.2757 0.8314
C 1.5200 1.2651 0.6577 -0.1653
C -2.7180 0.3240 1.2927 -1.6717
C 1.4698 2.6427 -0.0678 -1.1897
C -1.2556 -1.6499 1.0839 -1.4930
H 0.2279 0.5330 2.0367 0.3471
H 3.7155 -0.1672 -1.4405 0.3549
H -0.5968 1.0253 -0.7780 0.4708
H -3.2221 -1.4850 -0.7178 0.5077
H 2.2417 1.4303 1.5186 0.4522
H 0.9646 3.4225 0.5965 0.3495
H -1.4098 -1.6110 2.1156 0.4431
H -0.2159 -1.9404 0.8319 0.3229
H -3.3473 1.2374 0.8850 0.2993
H -2.1238 0.5881 2.1638 0.3980
H 0.7317 2.5839 -0.9400 0.2108
H 2.3638 3.1400 -0.3445 0.4029
H -0.2364 -2.0710 -1.3892 0.2971
H 1.5157 -2.2489 -1.7051 0.4222
H 3.7903 0.8374 0.1157 0.4428
H -3.4173 -0.3889 1.5983 0.5302
H 3.7693 -0.8519 0.2922 0.3347
H 0.4170 -1.1666 -2.6947 0.3401
H -1.8257 -1.2432 -1.7926 0.2942
H -1.8064 -2.4824 0.5711 0.3783
H -3.0326 0.0939 -1.3368 0.4227
```

As for the molar mass: 169.29 g/mol. Its charge is +1. The relative energy (zero: lowest compared OMol25 entry of this formula, charge and spin) comes out at 96.3 kJ/mol. Its spin multiplicity is 1. The calculation puts the max |F| at 3.76 eV/A. For the LUMO energy, the calculation gives -3.2 eV. For the frontier orbital gap, the calculation gives 0.397 Ha.

Question: Look up the relative energy (zero: lowest compared OMol25 entry of this formula, charge and spin) of the third one.
Answer: 288.9 kJ/mol

Please write out number 3 again, unchanged.
Here is a cluster of 2 separate species, C5H11NO2 in total in a non-equilibrium geometry from OMol25. Energies are from ωB97M-V with the def2-TZVPD basis set.

XYZ file:
```
19
Properties=species:S:1:pos:R:3:mulliken_charge:R:1
O -1.8989 2.1840 0.8977 -0.5499
O 0.6633 1.1487 1.3896 -0.5561
N 0.9024 -2.6500 0.5382 -0.6363
C -0.2827 0.3702 1.2398 -0.0253
C 0.9323 -1.5203 -0.0586 0.2393
C -1.5891 0.9081 0.3994 0.2105
C -1.4858 0.9907 -1.1132 -1.1533
C 2.1327 -0.8697 -0.6617 -1.0706
H 1.8472 -0.3848 -1.5989 0.2817
H -0.5600 -0.3766 1.9976 0.4347
H -1.0528 2.6280 1.1174 0.3450
H 1.8387 -3.0713 0.5721 0.2424
H -2.3121 1.5714 -1.5346 0.3770
H 2.9286 -1.5941 -0.8453 0.4153
H -0.5387 1.4498 -1.4139 0.2095
H -2.3857 0.2160 0.6915 0.3015
H -0.1051 -0.8940 -0.0829 0.2713
H -1.5305 -0.0100 -1.5523 0.4103
H 2.4961 -0.0961 0.0180 0.2532
```

As for the molar mass: 117.15 g/mol. The relative energy (zero: lowest compared OMol25 entry of this formula, charge and spin) comes out at 288.9 kJ/mol. Its spin multiplicity is 1. The calculation puts the max |F| at 4.12 eV/A. For the LUMO energy, the calculation gives 0.3 eV. As for the SMILES: C[C@H](O)C=O.[H]/N=C\C. For the frontier orbital gap, the calculation gives 0.373 Ha.